ORCA calculation (ωB97M-V/def2-TZVPD) on one molecule with the formula C3H3BrO.

Structure (ORCA input):
```
! RIJCOSX wB97M-V def2-TZVPD def2/J DEFGRID3
* xyz 0 1
C -1.390 0.022 -0.051
C -0.142 -0.402 0.179
C 1.188 0.549 0.147
O 1.241 1.715 0.112
Br 2.796 -0.547 0.008
H -2.106 -0.842 -0.226
H -1.747 1.053 -0.463
H 0.159 -1.548 0.293
*
```

Values from the calculation:
ΔE to the lowest compared entry with this formula, charge and spin = 43.29 kJ/mol
SMILES = C=CC(=O)Br
energy = -75248.0815 eV
E_HOMO = -10.495 eV
max |F| = 3.19 eV Å⁻¹
LUMO energy = -0.1 eV

---

ORCA calculation (ωB97M-V/def2-TZVPD) on a 8-piece molecular cluster, C18H37FNO33PS7 overall.

Structure (ORCA input):
```
! RIJCOSX wB97M-V def2-TZVPD def2/J DEFGRID3
* xyz 0 1
C 4.243 -2.550 -1.945
C 3.432 -1.393 -2.586
N 2.346 -1.802 -3.468
O 1.132 -2.020 -2.727
P 0.383 -0.615 -2.495
O 1.007 0.497 -3.222
O 0.645 -0.403 -0.927
O -1.159 -0.679 -2.905
C -1.707 -1.929 -3.326
C -2.263 -2.698 -2.159
O -2.956 -3.647 -2.263
F -1.947 -2.186 -0.964
H 5.308 -2.448 -2.158
H 3.913 -3.514 -2.331
H 4.143 -2.471 -0.862
H 3.086 -0.736 -1.796
H 4.116 -0.816 -3.213
H 2.585 -2.660 -3.951
H 1.110 0.442 -0.869
H -2.577 -1.691 -3.943
H -1.046 -2.544 -3.937
O -1.020 2.592 1.006
S -1.412 2.302 -0.329
O -1.026 1.087 -0.951
O -0.967 3.521 -1.254
C -2.100 4.076 -1.941
C -3.263 3.814 -1.011
O -2.995 2.510 -0.466
H -2.216 3.552 -2.891
H -1.948 5.136 -2.127
H -4.219 3.819 -1.525
H -3.288 4.530 -0.188
O -5.436 -0.937 4.180
S -4.878 -0.008 3.260
O -5.082 1.389 3.402
O -5.309 -0.454 1.783
C -4.135 -0.669 0.982
C -3.074 -1.092 1.955
O -3.312 -0.289 3.124
H -3.876 0.275 0.497
H -4.330 -1.423 0.225
H -2.069 -0.924 1.579
H -3.187 -2.142 2.235
O -10.368 0.318 7.955
S -9.814 1.246 7.036
O -10.011 2.642 7.181
O -10.244 0.800 5.558
C -9.081 0.592 4.744
C -8.007 0.166 5.718
O -8.247 0.970 6.885
H -8.828 1.536 4.257
H -9.282 -0.162 3.988
H -7.006 0.333 5.339
H -8.117 -0.883 5.999
O -3.809 7.250 -0.571
S -3.765 7.834 0.725
O -2.732 8.716 1.119
O -3.879 6.649 1.797
C -5.009 6.865 2.657
C -5.993 7.633 1.799
O -5.172 8.525 1.030
H -4.680 7.453 3.515
H -5.405 5.913 3.000
H -6.713 8.196 2.385
H -6.521 6.973 1.108
O 6.083 2.234 1.297
S 4.860 1.530 1.175
O 4.741 0.368 0.369
O 3.702 2.583 0.797
C 2.655 2.533 1.785
C 3.351 2.116 3.060
O 4.322 1.157 2.636
H 1.921 1.788 1.471
H 2.169 3.500 1.878
H 2.673 1.670 3.782
H 3.875 2.955 3.522
O 4.065 -5.976 -4.225
S 5.260 -6.172 -3.487
O 6.503 -5.637 -3.912
O 5.435 -7.740 -3.221
C 5.516 -7.999 -1.813
C 4.705 -6.890 -1.178
O 5.007 -5.735 -1.971
H 6.564 -7.950 -1.514
H 5.121 -8.987 -1.591
H 4.973 -6.714 -0.140
H 3.633 -7.085 -1.250
O 7.433 -2.305 -1.893
S 8.765 -2.090 -2.330
O 9.684 -1.323 -1.573
O 8.710 -1.530 -3.829
C 9.454 -2.384 -4.707
C 9.354 -3.756 -4.076
O 9.441 -3.501 -2.665
H 10.486 -2.029 -4.739
H 9.029 -2.353 -5.707
H 10.154 -4.422 -4.388
H 8.390 -4.224 -4.280
*
```

Values from the calculation:
SMILES = CCNO[P@](=O)(O)OCC(=O)F.O=S1(=O)OCCO1.O=S1(=O)OCCO1.O=S1(=O)OCCO1.O=S1(=O)OCCO1.O=S1(=O)OCCO1.O=S1(=O)OCCO1.O=S1(=O)OCCO1
energy = -176170.5247 eV
E_HOMO = -8.913 eV
max |F| = 3.76 eV Å⁻¹
LUMO energy = 0.0 eV

---

ORCA calculation (ωB97M-V/def2-TZVPD) on C23H14F5MoNO2S3 as an isolated structure.

Structure (ORCA input):
```
! RIJCOSX wB97M-V def2-TZVPD def2/J DEFGRID3
* xyz 0 3
Mo -0.711 -0.350 -0.434
F 3.554 1.590 5.166
C 2.543 1.495 4.306
C 2.346 0.330 3.587
F 3.182 -0.697 3.742
C 1.297 0.244 2.690
F 1.175 -0.890 1.994
C 0.420 1.297 2.473
S -0.901 1.292 1.313
C 0.642 2.455 3.215
F -0.152 3.516 3.053
C 1.683 2.564 4.117
F 1.868 3.694 4.800
O -1.568 -3.447 2.018
C -1.558 -3.055 0.884
O -0.930 -1.912 0.568
C -2.171 -3.769 -0.265
C -2.875 -4.933 0.061
C -3.450 -5.721 -0.913
C -3.312 -5.347 -2.246
C -2.621 -4.201 -2.582
C -2.044 -3.381 -1.603
S -1.213 -1.961 -2.233
H -2.944 -5.196 1.108
H -3.993 -6.616 -0.644
H -3.748 -5.953 -3.030
H -2.520 -3.915 -3.620
C 1.197 -0.111 -1.327
C 1.928 1.097 -0.850
C 2.863 1.008 0.182
C 3.504 2.141 0.663
C 3.226 3.386 0.119
C 2.327 3.483 -0.935
C 1.693 2.351 -1.418
H 1.722 -1.036 -1.075
H 1.046 -0.087 -2.409
H 3.098 0.037 0.601
H 4.226 2.047 1.466
H 3.720 4.270 0.499
H 2.125 4.446 -1.387
H 1.005 2.436 -2.252
S -2.525 2.312 -3.888
C -2.228 3.275 -2.509
C -1.691 2.521 -1.525
N -1.532 1.183 -1.848
C -1.949 0.951 -3.074
H -2.444 4.329 -2.484
H -1.373 2.864 -0.555
H -1.937 -0.033 -3.517
*
```

Values from the calculation:
ΔE to the lowest compared entry with this formula, charge and spin = 49.03 kJ/mol
energy = -77611.9268 eV
E_HOMO (alpha / beta) = -7.889 / -8.275 eV
max |F| = 0.35 eV Å⁻¹
LUMO energy (alpha / beta) = -1.4 / -0.9 eV

---

ORCA calculation (ωB97M-V/def2-TZVPD) on one molecule with the formula C4H9NOS.

Structure (ORCA input):
```
! RIJCOSX wB97M-V def2-TZVPD def2/J DEFGRID3
* xyz 0 1
C -2.692 -0.264 -0.376
C -1.671 -0.488 0.372
C -0.452 0.439 0.646
S 1.073 -0.278 -0.031
C 2.384 0.870 -0.005
N 0.938 -0.759 -1.501
O 1.471 -1.236 1.016
H -3.487 -0.899 -0.535
H -2.828 0.628 -0.945
H -1.610 -1.377 1.044
H -0.333 0.266 1.623
H -0.838 1.441 0.295
H 3.205 0.261 0.451
H 2.552 1.169 -1.076
H 2.078 1.620 0.583
H 0.210 -1.393 -1.562
*
```

Values from the calculation:
ΔE to the lowest compared entry with this formula, charge and spin = 407.99 kJ/mol
SMILES = C=CC[S@](C)(=N)=O
energy = -18663.2979 eV
E_HOMO = -9.385 eV
max |F| = 5.08 eV Å⁻¹
LUMO energy = 0.8 eV

---

Question: Which value of energy does entry 2 give?
Answer: -176170.5247 eV